1.
Below is a structure of composition C55H88N3O9P2SSeSr at a distorted geometry, with properties calculated with ωB97M-V/def2-TZVPD.

Last column: Löwdin charge in e.
Atoms and positions in Å:
H -5.482 -2.519 -2.778  0.09
C 3.775 2.972 -0.703  0.00
H -4.570 -3.981 -3.164  0.08
H 4.894 -1.634 4.915  0.07
C -3.183 -4.484 3.670  -0.04
O -0.416 -2.531 0.946  -0.30
H -3.375 -4.114 4.679  0.08
O 2.973 -0.444 4.035  -0.20
C -2.609 4.470 -0.988  -0.19
H -3.275 0.290 -3.645  0.07
N -4.111 -3.141 -1.323  -0.11
H -2.676 -3.690 1.732  0.11
C -0.832 -2.985 -3.266  -0.20
C -1.805 1.879 -1.935  -0.43
H 2.554 -2.404 5.738  0.07
C 4.483 1.069 -2.150  -0.53
C -3.618 3.438 -4.979  -0.08
C 1.339 1.948 -0.060  -0.39
H 3.946 -4.314 3.813  0.12
H -4.876 5.101 0.454  0.08
Sr -0.268 -1.054 -1.353  1.32
H 3.776 1.299 4.632  0.14
H 4.085 2.312 -3.886  0.09
C 2.016 -5.341 -2.389  -0.05
H 2.372 4.799 2.623  0.07
C 4.735 5.540 0.226  -0.07
O -2.865 -1.542 -0.268  -0.02
H -3.028 4.354 -5.069  0.08
H 4.875 -0.573 -3.471  0.08
H -1.622 3.885 0.835  0.09
C -3.976 5.643 0.754  -0.06
H -1.817 1.717 -5.996  0.08
C 3.194 -5.344 -1.668  -0.09
O 2.471 -0.766 1.497  -0.21
O 0.283 -4.227 2.715  -0.17
C -0.064 -4.111 -3.114  -0.55
H -3.827 3.075 -5.989  0.08
C -3.944 -2.274 2.692  -0.03
C 2.791 0.984 4.285  -0.40
H 3.107 1.633 2.232  0.09
H -0.948 2.932 -5.040  0.09
H 5.388 0.021 -0.481  0.08
C 0.778 -5.087 1.636  -0.42
H 3.178 -0.051 -3.501  0.09
H -4.073 -5.010 3.318  0.09
H -4.860 -2.703 2.280  0.09
H 6.471 0.226 -1.873  0.08
C 2.414 1.786 3.057  -0.06
H 0.793 0.829 5.092  0.08
H 4.756 3.361 -0.946  0.08
C -2.893 4.028 -2.281  0.01
H -4.065 7.628 -1.071  0.08
C -3.904 -1.882 -0.832  -0.49
H 2.802 -4.955 2.331  0.05
C 2.619 -3.191 -0.853  -0.15
O 1.702 0.084 -1.475  -0.33
C 2.780 -3.396 5.343  -0.04
C -3.782 6.663 -1.499  -0.08
C 5.054 -2.631 4.506  -0.04
H 1.050 3.680 1.127  0.10
C -1.576 2.039 -4.978  -0.04
H 5.675 -2.549 3.614  0.09
C 2.328 6.140 0.231  -0.05
C -3.129 -4.180 -1.063  -0.04
C 5.694 0.710 -1.272  -0.05
C -0.297 -6.098 1.298  -0.03
H 0.050 -6.745 0.491  0.09
H -1.111 6.760 -0.828  0.09
C 2.137 1.188 -0.970  -0.39
Se -0.377 1.262 0.494  1.08
H -4.714 1.330 -3.684  0.08
H -2.725 -4.567 -1.998  0.06
H -1.276 6.117 0.805  0.07
C 3.519 -4.243 -0.887  -0.08
H 2.421 2.844 3.328  0.07
H -3.592 -5.005 -0.508  0.09
H -4.697 0.534 0.477  0.09
H 2.811 -2.306 -0.254  0.09
H 3.863 -6.196 -1.727  0.10
H -2.551 -4.985 -5.449  0.05
N -4.967 -1.003 -0.960  -0.13
H 4.957 6.531 0.628  0.08
H -2.100 7.620 0.369  0.08
N 1.472 -3.186 -1.529  0.06
H 3.767 -0.997 -2.152  0.06
S -0.602 -5.495 -4.071  0.93
H -4.154 -1.897 3.695  0.09
H 5.515 4.855 0.567  0.08
H 3.645 6.027 2.642  0.08
H -3.488 5.067 1.542  0.07
H -3.627 -1.454 2.048  0.07
C -1.490 2.356 -0.632  -0.39
C -4.681 0.379 -0.609  -0.04
H -2.304 -3.758 -0.496  0.06
C 2.964 3.723 0.140  -0.19
O -1.474 0.692 -2.317  -0.32
H 2.568 7.127 0.642  0.08
C -1.864 -3.285 -4.225  -0.28
C 3.421 1.746 -1.261  -0.08
H 2.082 0.532 6.277  0.08
C -6.309 -1.431 -0.610  -0.08
H 1.318 5.875 0.548  0.06
C -2.522 2.785 -2.776  -0.09
C 2.057 -5.723 2.125  -0.03
P -0.305 -2.786 2.389  0.48
C 3.359 5.053 2.231  -0.06
H 4.068 4.303 2.590  0.08
P 2.363 -1.307 2.848  0.46
H 5.363 2.961 -2.854  0.07
H 1.737 2.180 5.723  0.09
H 2.454 -6.378 1.349  0.08
O 3.115 -2.689 3.022  -0.18
H 0.974 -4.455 0.771  0.11
O -1.652 -2.684 3.223  -0.17
H 1.762 -6.176 -3.028  0.08
H 4.785 5.599 -0.863  0.08
H -7.039 -1.083 -1.346  0.09
H 3.238 -3.983 6.140  0.09
H -0.533 -6.715 2.168  0.08
H -2.354 -5.189 3.708  0.07
H 1.414 1.543 2.694  0.05
C 0.655 -1.611 3.345  -0.21
H 1.854 -3.888 5.040  0.08
C -1.891 3.599 -0.177  -0.09
H 1.875 -6.312 3.027  0.09
H -3.705 0.659 -0.986  0.07
H -1.205 -5.599 0.958  0.07
H 2.322 6.209 -0.859  0.09
H 5.587 -3.234 5.244  0.08
C -2.867 2.352 -4.205  -0.53
H -4.694 6.163 -1.833  0.08
C 3.737 -3.304 4.170  -0.43
C 4.039 -0.217 -2.858  -0.06
H 5.692 1.565 -3.884  0.08
H -2.599 -2.553 -4.547  0.08
C -3.041 5.834 -0.449  -0.56
H 6.127 1.594 -0.800  0.07
C -1.808 6.631 0.002  -0.06
H -3.438 4.691 -2.938  0.08
C 4.934 2.041 -3.254  -0.06
H -3.982 0.777 -5.200  0.08
H -6.590 -1.019 0.367  0.09
H 4.439 -4.192 -0.320  0.10
H -1.012 1.252 -4.482  0.08
C 1.732 3.164 0.458  -0.12
H -4.275 6.609 1.172  0.08
C 1.791 1.135 5.415  -0.04
C -5.076 -3.440 -2.364  -0.06
C 1.164 -4.228 -2.319  -0.30
H 0.624 -1.916 4.393  0.08
C -2.863 -3.330 2.743  -0.44
H -4.573 3.687 -4.510  0.08
H 0.120 -0.660 3.252  0.08
C 3.350 5.092 0.696  -0.55
H -5.902 -4.058 -1.994  0.08
H -3.156 6.852 -2.374  0.09
C -3.764 1.104 -4.178  -0.05
C -1.872 -4.555 -4.726  -0.48
H -6.371 -2.514 -0.546  0.07
H -5.435 1.020 -1.069  0.09

Summary:
Kohn-Sham gap = 6.089 eV
Energy relative to the best compared isomer or geometry (same formula, charge and spin) = 1.48 kcal/mol
Calculated total energy = -176968.2203 eV
Charge = -1
Lowest unoccupied orbital energy = 2.06 eV

2.
Below is a cluster of 2 separate species, C7H14 in total, with properties calculated with ωB97M-V/def2-TZVPD.

Last column: Löwdin charge in e.
Atoms and positions in Å:
C 1.935 -0.551 0.025  -0.03
H 1.707 1.859 1.880  0.08
C 0.884 1.495 1.255  -0.06
H -3.459 0.411 -1.039  0.02
H -1.784 0.336 -1.641  -0.02
H 0.937 -0.578 1.964  0.14
H -0.058 1.742 1.757  0.08
H 0.544 0.904 -1.398  0.01
C -0.180 -2.110 0.113  -0.05
C 1.003 0.004 1.045  -0.28
H -0.097 -2.715 -0.793  0.08
H -2.681 1.884 -1.671  0.02
H 2.469 0.143 -0.620  0.11
H 0.325 -2.621 0.941  0.08
H -1.242 -2.028 0.371  0.08
C 0.383 -0.725 -0.137  -0.56
H 2.455 -1.488 0.200  0.12
H 0.915 2.045 0.310  0.07
C 0.270 -0.168 -1.447  0.13
C -2.519 0.960 -1.113  -0.04
H -2.162 1.202 -0.108  0.02

Summary:
Kohn-Sham gap = 8.935 eV
Energy relative to the best compared isomer or geometry (same formula, charge and spin) = 102.64 kcal/mol
Calculated total energy = -7481.8436 eV
Charge = 0
Lowest unoccupied orbital energy = 0.74 eV

3.
Below is an isolated molecule of C2H5N3O2 at a distorted geometry, with properties calculated with ωB97M-V/def2-TZVPD.

Last column: Löwdin charge in e.
Atoms and positions in Å:
C 1.350 0.226 -0.935  0.02
H 1.703 1.240 -1.014  0.07
H 0.994 -0.234 -1.850  0.10
O -0.462 -1.846 -0.616  0.05
H -2.215 -1.488 1.105  0.11
N -0.160 1.320 0.700  -0.03
N -1.616 -0.699 1.057  0.19
N 0.122 0.281 -0.116  -0.10
C -0.713 -0.839 0.055  -0.53
H 2.064 -0.350 -0.400  0.09
H -1.798 0.230 1.269  0.06
O 0.730 2.162 0.745  -0.03

Summary:
SMILES = CN(N=O)C(N)=O
Kohn-Sham gap = 10.207 eV
Energy relative to the best compared isomer or geometry (same formula, charge and spin) = 71.89 kcal/mol
Calculated total energy = -10718.6929 eV
Charge = 0
Lowest unoccupied orbital energy = 0.09 eV

4.
Below is a structure of composition C6H13BF7N2O12S4Zr at a distorted geometry, with properties calculated with ωB97M-V/def2-TZVPD.

Last column: Löwdin charge in e.
Atoms and positions in Å:
O -0.331 4.377 1.251  -0.24
H 0.640 -1.771 0.735  -0.08
O -0.910 1.350 2.673  -0.35
S 3.012 0.148 2.736  0.64
C -0.978 -3.286 -1.899  -0.17
B 0.445 -2.086 1.749  -0.39
H -3.111 1.216 0.728  0.08
S -0.749 2.791 -1.442  0.47
O 1.477 4.470 -0.505  -0.21
O 3.483 1.406 3.358  -0.24
S 0.507 3.703 0.235  0.65
C -2.291 1.080 2.701  -0.32
O 3.709 -1.137 2.936  -0.23
H -2.914 1.945 2.928  0.10
H 0.049 -1.239 2.288  -0.08
H -2.504 0.444 3.561  0.09
O 4.252 -0.603 0.129  -0.20
Zr 0.110 0.375 0.918  1.83
N 2.127 0.391 1.218  -0.44
F 1.220 -1.187 -4.566  0.19
F 2.661 0.790 -0.795  -0.26
C 0.303 -1.229 -2.382  -0.24
H -2.731 -1.942 -1.803  0.07
O 4.194 1.877 0.572  -0.22
O 0.018 2.969 -2.631  -0.23
C 0.715 -0.439 -3.602  -0.61
F -1.431 1.388 -1.872  -0.21
F 1.643 0.366 -3.198  0.20
N -0.027 2.091 -0.239  -0.41
F 1.646 -0.017 3.551  -0.19
O -0.087 -2.509 -2.733  0.03
F -0.316 0.295 -4.034  0.18
S 3.560 0.557 0.576  0.51
O -1.918 3.657 -1.184  -0.24
H -3.867 -0.106 1.463  0.10
H -0.415 -2.725 1.877  -0.02
H -2.819 -3.134 -3.050  0.07
H -0.591 -3.180 -0.886  0.11
C -2.898 0.390 1.407  -0.27
H -3.025 -3.675 -1.354  0.08
O -1.978 -0.367 0.575  -0.39
F 1.584 2.991 1.242  -0.24
H 1.365 -2.444 2.185  -0.03
O 0.393 -0.683 -1.277  0.02
H -0.719 -4.322 -2.119  0.12
C -2.502 -2.986 -2.018  -0.03

Summary:
Kohn-Sham gap = 6.583 eV
Energy relative to the best compared isomer or geometry (same formula, charge and spin) = 47.74 kcal/mol
Calculated total energy = -98297.8656 eV
Charge = -1
Lowest unoccupied orbital energy = 0.16 eV

5.
Below is an isolated molecule of C4H7NO2, with properties calculated with ωB97M-V/def2-TZVPD.

Last column: Löwdin charge in e.
Atoms and positions in Å:
H -1.062 -2.168 1.813  0.10
H -1.608 1.412 0.850  0.11
H 2.101 -0.870 0.931  0.08
N -0.640 -0.820 0.673  0.02
O -0.233 -1.928 1.376  -0.04
C -1.450 1.548 -0.216  -0.12
H 1.781 -1.645 -0.614  0.09
C 1.711 -0.692 -0.076  -0.02
H -0.361 0.649 -1.905  0.15
C -0.338 0.842 -0.830  -0.27
H 2.345 0.042 -0.581  0.08
O -0.227 2.224 -0.519  -0.02
C 0.281 -0.243 -0.002  -0.28
H -2.345 1.741 -0.800  0.11

Summary:
SMILES = C/C(=N\O)[C@H]1CO1
Kohn-Sham gap = 10.796 eV
Energy relative to the best compared isomer or geometry (same formula, charge and spin) = 88.16 kcal/mol
Calculated total energy = -9843.4566 eV
Charge = 0
Lowest unoccupied orbital energy = 0.93 eV